# 1
{"formula": "C18H51Ag3N6O6", "method": "ωB97M-V/def2-TZVPD", "species": ["Ag", "Ag", "Ag", "C", "O", "H", "H", "H", "C", "C", "C", "O", "C", "N", "H", "H", "H", "H", "H", "H", "H", "H", "H", "H", "H", "C", "C", "C", "O", "C", "N", "H", "H", "H", "H", "H", "H", "H", "H", "H", "H", "H", "C", "C", "C", "O", "C", "N", "H", "H", "H", "H", "H", "H", "H", "H", "H", "H", "H", "C", "C", "C", "O", "C", "N", "H", "H", "H", "H", "H", "H", "H", "H", "H", "H", "H", "C", "O", "N", "N", "H", "H", "H", "H"], "xyz": [[-2.7550, 2.7536, 0.6611], [-1.6715, 0.7167, 3.7858], [-3.7301, -0.4252, 0.8898], [-0.3693, 0.3520, 0.3701], [-1.4088, 0.6253, 1.2333], [-0.1635, 1.1809, -0.3071], [0.5294, 0.0201, 0.8901], [-0.6019, -0.4628, -0.3155], [-5.3777, -2.6657, -1.7044], [-3.8164, -2.7959, -1.4549], [-3.0055, -1.6099, -1.9992], [-3.4356, -0.3911, -1.4530], [-3.3300, 0.8079, -2.1829], [-3.6588, -3.0223, -0.0340], [-5.9956, -3.5496, -1.5463], [-5.6583, -2.5365, -2.7497], [-5.7819, -1.8261, -1.1389], [-3.4853, -3.7442, -1.8782], [-3.0265, -1.6431, -3.0885], [-1.9692, -1.7987, -1.7191], [-3.5438, 1.6338, -1.5044], [-3.9389, 0.7754, -3.0864], [-2.3468, 0.9745, -2.6228], [-2.8187, -3.5553, 0.1403], [-4.2279, -3.7768, 0.3223], [2.2420, 0.3175, 5.5302], [1.3827, -0.2751, 4.4304], [0.4715, -1.4291, 4.7641], [-0.8236, -1.0590, 5.2568], [-1.4689, -2.2004, 5.8302], [0.7546, 0.7797, 3.6925], [2.8760, -0.5159, 5.8330], [1.7648, 0.6695, 6.4448], [2.8666, 1.0734, 5.0541], [2.1155, -0.7062, 3.7483], [0.8951, -2.3042, 5.2569], [0.1416, -1.7798, 3.7861], [-2.3344, -1.7208, 6.2873], [-0.9201, -2.5530, 6.7034], [-1.7050, -3.0044, 5.1331], [1.2134, 1.6381, 3.4227], [0.6307, 0.3223, 2.8006], [-0.1499, -4.4887, -5.0827], [0.2928, -3.1131, -4.4115], [1.5263, -3.2708, -3.5609], [1.3446, -3.9326, -2.3099], [1.1653, -3.0679, -1.2411], [0.5286, -2.1724, -5.4951], [0.6671, -4.7106, -5.7691], [-1.0804, -4.2827, -5.6117], [-0.2784, -5.1850, -4.2539], [-0.4640, -2.7935, -3.6951], [2.1118, -2.3749, -3.3546], [2.1131, -3.9250, -4.2059], [0.6745, -3.5340, -0.3867], [0.5958, -2.1843, -1.5294], [2.1764, -2.7592, -0.9757], [0.7042, -1.2832, -5.0495], [1.4351, -2.4409, -5.8506], [2.1312, 3.2433, 0.9878], [2.5313, 4.1718, 2.1992], [2.5899, 5.6744, 1.9050], [1.4596, 6.0538, 1.1568], [1.6629, 7.1489, 0.2694], [1.5564, 3.8120, 3.2672], [2.3750, 2.2048, 1.2121], [2.5859, 3.4826, 0.0265], [1.0500, 3.3525, 0.9030], [3.5613, 3.9469, 2.4762], [3.4766, 5.6423, 1.2719], [2.8265, 6.2490, 2.8005], [2.0900, 6.7759, -0.6615], [2.2310, 7.9591, 0.7265], [0.6813, 7.5648, 0.0422], [1.7401, 4.3568, 4.0976], [0.6384, 4.1474, 3.0125], [1.6843, 0.6191, -3.5508], [0.6547, 0.1954, -4.0803], [2.0829, 0.3044, -2.3558], [2.4878, 1.4224, -4.0980], [1.6718, -0.3181, -1.6750], [3.0246, 0.5724, -2.1076], [3.2484, 1.8429, -3.5835], [2.0808, 1.8047, -4.9397]], "forces_ev_per_a": [[0.9, -1.1, 0.1], [0.9, -0.2, -0.1], [0.9, -0.8, -0.4], [0.1, -0.4, -1.3], [-2.7, 1.3, 1.3], [0.5, 0.2, 0.2], [0.3, 0.3, 0.2], [-0.2, -0.4, -0.1], [0.7, 0.1, -0.8], [-2.6, -0.9, -0.7], [0.4, -1.5, -0.1], [-0.6, 0.3, 1.1], [0.8, -0.4, -1.3], [0.9, 0.6, 2.0], [0.5, -0.3, 0.9], [0.6, 0.6, -0.3], [-0.1, 0.0, 0.1], [0.2, 0.4, -1.1], [-0.3, 0.3, -0.1], [0.3, 0.2, 0.0], [-0.4, 0.1, -0.1], [-0.7, 0.3, 0.3], [0.6, -0.2, 0.4], [1.2, 0.7, -0.2], [-1.5, 0.4, -0.3], [0.4, -1.0, 0.3], [2.1, 0.6, 1.4], [-1.6, 0.1, -2.1], [0.6, -0.1, 0.9], [-0.7, 1.3, 1.2], [-2.9, -0.7, -1.6], [0.4, 0.2, 0.3], [-0.3, 0.3, -0.3], [0.0, 0.1, 0.4], [0.2, -0.5, 0.0], [0.3, 0.5, 0.5], [0.7, -0.7, -0.6], [-0.5, -0.6, -0.3], [0.4, -0.3, -0.3], [0.1, 0.1, -0.1], [0.8, 0.6, 0.9], [-0.5, 0.3, -0.7], [0.5, 2.2, 1.5], [-1.0, -0.9, -0.3], [0.9, -1.1, -0.1], [-0.9, -1.1, -0.6], [0.7, 0.4, -0.2], [0.0, -0.1, 0.6], [-0.2, -0.6, 0.0], [0.1, -0.3, -0.1], [0.0, -0.5, -0.5], [-0.7, 0.4, -0.4], [-0.2, 0.5, -0.4], [0.8, -0.2, 0.5], [0.1, -0.3, -0.1], [-0.3, 0.2, 0.0], [0.1, 0.5, 0.7], [-0.2, 0.4, -0.3], [0.2, -0.1, -0.7], [0.2, 1.0, 0.8], [-1.0, -0.4, -0.2], [0.5, -1.7, -1.5], [-0.2, 0.3, 0.6], [-0.6, -0.1, 0.1], [0.6, -0.2, 0.1], [0.0, 0.0, 0.2], [0.1, 0.3, 0.1], [-0.1, -0.2, -0.3], [-0.2, -0.4, 0.6], [0.3, 1.0, -0.3], [-0.4, 0.3, 0.1], [0.4, 0.2, 0.0], [0.3, -0.1, -0.1], [0.0, -0.1, 0.0], [0.4, 0.0, 0.4], [-0.2, 0.1, -0.5], [-3.9, -2.7, 0.3], [-0.5, 0.4, 0.4], [1.7, -1.4, 5.0], [2.7, 3.9, -3.7], [-0.3, 0.0, -0.8], [-0.2, -0.1, 0.2], [-0.2, 0.2, -0.7], [0.9, 0.4, -0.2]], "e_lumo_ev": -8.314, "de_lowest_kj_mol": 0.00, "homo_ev": -12.237, "charge": 2, "total_energy_ha": -1936.53346}

# 2
{"formula": "C2H6CuO2", "method": "ωB97M-V/def2-TZVPD", "species": ["C", "C", "O", "H", "H", "H", "H", "H", "H", "Cu", "O"], "xyz": [[1.9172, -0.6862, 1.5899], [1.1364, -1.0758, 0.3571], [-0.0272, -0.2311, 0.3320], [2.6346, -1.4853, 1.8137], [2.4742, 0.2454, 1.4271], [1.2517, -0.5641, 2.4547], [0.8031, -2.1221, 0.3923], [1.7102, -0.9039, -0.5648], [0.3971, 1.3039, -0.3053], [-2.0140, -0.3293, -0.5827], [-0.0366, 0.5607, -0.8502]], "forces_ev_per_a": [[0.4, -0.1, 0.1], [0.8, -0.5, 0.2], [-1.3, -1.7, 0.6], [-0.1, 0.3, 0.0], [-0.1, -0.2, 0.1], [0.2, -0.1, -0.2], [0.0, 0.3, -0.1], [-0.3, -0.1, 0.2], [-1.0, -0.3, -2.4], [0.2, 0.1, 0.1], [1.3, 2.4, 1.2]], "e_lumo_ev": -5.977, "homo_ev": -15.336, "charge": 1, "total_energy_ha": -1870.34168}

# 3
{"formula": "C8H14N2O2", "method": "ωB97M-V/def2-TZVPD", "species": ["C", "C", "C", "C", "C", "N", "N", "C", "O", "O", "C", "C", "H", "H", "H", "H", "H", "H", "H", "H", "H", "H", "H", "H", "H", "H"], "xyz": [[-4.2332, -0.3512, 0.9986], [-3.5415, -0.6567, -0.3515], [-2.8568, 0.6599, -0.8552], [-1.6507, 1.0013, 0.1160], [-0.5525, 0.0373, -0.1615], [-0.0384, -0.8565, -0.8879], [0.8022, -0.2339, 0.3102], [2.0688, 0.2856, 0.5898], [2.2139, 1.1623, 1.4299], [2.9635, -0.3487, -0.0764], [4.2637, 0.0471, 0.2033], [5.1248, -0.5874, -0.8415], [-3.4630, -0.1402, 1.8097], [-4.8281, -1.3531, 1.2799], [-4.8241, 0.4950, 0.9682], [-4.3460, -0.8920, -0.9913], [-2.8715, -1.4998, -0.3314], [-2.5652, 0.5891, -1.9685], [-3.5443, 1.4305, -0.7598], [-2.0205, 0.9862, 1.1596], [-1.2230, 2.0372, -0.0054], [4.4996, 1.1321, 0.2981], [4.5872, -0.5026, 1.1483], [5.0980, -1.7283, -0.5341], [4.8370, -0.5098, -1.8987], [6.1000, -0.2031, -0.6485]], "forces_ev_per_a": [[1.9, -4.3, 1.4], [0.0, 2.2, 0.7], [2.0, -2.0, -0.5], [-0.5, 0.2, -1.2], [3.5, 0.2, 1.1], [-0.1, 0.9, 0.3], [-2.7, -0.4, 0.7], [-3.7, 1.8, 0.5], [0.2, -0.9, -0.8], [0.5, -0.3, -1.0], [2.5, -0.6, 1.1], [-0.2, -3.0, 0.5], [-1.0, -0.6, -0.8], [1.1, 2.5, -0.2], [-1.6, 1.5, -0.3], [-0.8, -0.4, -1.2], [0.3, -0.2, 0.2], [-0.1, 0.1, 1.8], [-1.4, 1.5, 0.0], [0.6, -0.3, -0.5], [-0.4, -1.0, -0.2], [-1.0, -0.6, 0.0], [-0.5, 1.3, -0.7], [0.4, 2.0, -1.1], [0.0, 0.3, 0.5], [1.0, 0.0, -0.3]], "e_lumo_ev": 0.843, "de_lowest_kj_mol": 375.48, "homo_ev": -8.780, "smiles": "CCCCC1=NN1C(=O)OCC", "total_energy_ha": -573.06520}

# 4
{"formula": "C4H7ClN2", "method": "ωB97M-V/def2-TZVPD", "species": ["C", "C", "N", "N", "C", "C", "Cl", "H", "H", "H", "H", "H", "H", "H"], "xyz": [[-1.4085, 1.0837, -0.7260], [-0.1372, 0.3779, -0.7633], [0.8961, 1.3374, -0.3533], [1.0021, 0.9439, 0.8300], [0.2647, -0.2604, 0.6654], [1.1895, -1.4924, 0.6116], [-1.0235, -0.4735, 1.7830], [-1.5452, 1.5611, 0.1524], [-2.3053, 0.4407, -1.0114], [-1.2543, 1.8685, -1.4237], [0.1022, -0.2356, -1.6024], [1.4921, -1.6655, 1.7041], [1.9690, -1.1870, -0.0153], [0.7584, -2.2989, 0.1489]], "forces_ev_per_a": [[-1.8, -1.8, -3.4], [1.4, -1.8, 2.6], [0.5, 0.8, 0.3], [1.5, 1.4, 0.1], [-0.8, -1.7, -2.2], [-0.2, 2.6, 3.2], [-0.9, -0.3, 1.1], [-0.7, 1.2, 3.1], [1.2, 0.9, 0.4], [-0.5, 0.9, -1.1], [0.0, -0.2, -0.9], [-0.1, -0.2, -1.8], [1.8, 0.3, -0.6], [-1.4, -2.1, -0.6]], "e_lumo_ev": 0.587, "de_lowest_kj_mol": 307.65, "homo_ev": -9.871, "smiles": "C[C@H]1N=N[C@@]1(C)Cl", "total_energy_ha": -726.22337}

# 5
{"formula": "C24H23F8MnN4O15P2S2Te", "method": "ωB97M-V/def2-TZVPD", "species": ["Mn", "O", "P", "O", "O", "O", "P", "O", "O", "O", "H", "H", "F", "Te", "F", "F", "F", "F", "O", "O", "C", "N", "S", "O", "O", "C", "C", "C", "C", "C", "C", "H", "H", "H", "H", "C", "C", "S", "O", "O", "C", "C", "N", "C", "N", "C", "C", "N", "O", "O", "C", "H", "H", "H", "H", "H", "H", "H", "H", "H", "H", "H", "H", "H", "F", "C", "F", "F", "C", "C", "C", "C", "C", "C", "C", "C", "H", "H", "H", "H"], "xyz": [[1.1564, 0.7171, 0.1410], [2.2428, 1.6083, 4.1627], [2.5399, 0.6961, 2.9117], [2.9930, -0.6421, 3.2744], [1.2798, 0.8577, 2.0056], [3.6372, 1.5783, 2.1026], [4.1346, 1.4632, 0.5986], [4.1136, 3.0187, 0.2250], [5.4335, 0.8332, 0.3830], [2.9643, 0.7657, -0.1783], [1.9528, 2.4908, 3.8485], [4.7515, 3.1850, -0.4808], [2.8348, -0.9577, -2.0819], [2.4868, 0.6952, -2.8530], [3.9660, 1.6856, -2.3605], [2.1328, 2.0287, -4.0825], [3.6683, 0.0122, -4.1192], [1.2430, -0.2340, -3.9182], [0.9801, 0.7618, -1.6956], [1.8715, 3.2472, -1.9058], [1.4681, 3.6455, -0.8265], [1.1125, 2.8540, 0.2276], [0.5372, 3.7125, 1.4942], [-0.8280, 3.3566, 1.7796], [1.4428, 3.7490, 2.6170], [0.6350, 5.2857, 0.6842], [0.2590, 6.5288, 1.1521], [0.4705, 7.6080, 0.3039], [1.0378, 7.4286, -0.9577], [1.4061, 6.1684, -1.4051], [1.1988, 5.0959, -0.5569], [-0.1819, 6.6520, 2.1339], [0.1896, 8.6042, 0.6230], [1.1866, 8.2906, -1.5977], [1.8397, 6.0065, -2.3848], [-1.5809, -1.6649, -2.2642], [-2.7008, -2.6884, -2.1618], [-4.2229, -2.0437, -1.4918], [-4.4362, -0.7102, -1.9971], [-5.2429, -3.0453, -1.6766], [-3.9480, -1.8985, 0.2944], [-4.1183, -0.4753, 0.8238], [-2.9683, 0.3854, 0.5119], [-1.7178, 0.1377, 0.9499], [-0.8427, 0.8183, 0.2192], [-1.5363, 1.5424, -0.7105], [-2.8443, 1.2826, -0.5385], [-3.9333, 1.9531, -1.1811], [-5.0237, 1.9238, -0.6352], [-3.6701, 2.5511, -2.2032], [-1.4130, -0.7230, 2.1204], [-0.7627, -2.0559, -2.8707], [-1.1525, -1.4340, -1.2887], [-1.9319, -0.7448, -2.7310], [-2.4384, -3.5467, -1.5351], [-3.0146, -3.0787, -3.1321], [-2.9590, -2.3014, 0.5222], [-4.6883, -2.5586, 0.7453], [-4.2288, -0.5077, 1.9061], [-4.9988, -0.0032, 0.4084], [-1.0495, 2.1923, -1.4173], [-2.2554, -0.7368, 2.8108], [-0.5359, -0.3223, 2.6201], [-1.1680, -1.7413, 1.8154], [1.2973, -8.7318, 0.1794], [0.6418, -8.0442, 1.1356], [-0.6464, -8.4463, 1.0708], [1.1200, -8.4616, 2.3185], [0.7686, -6.5659, 0.9491], [1.2318, -5.7527, 1.9714], [1.3228, -4.3839, 1.7765], [0.9489, -3.8217, 0.5540], [0.4973, -4.6555, -0.4750], [0.4044, -6.0197, -0.2759], [1.0326, -2.4076, 0.3690], [1.0745, -1.2081, 0.2829], [1.5281, -6.1853, 2.9171], [1.6993, -3.7349, 2.5584], [0.2445, -4.2192, -1.4337], [0.0610, -6.6650, -1.0753]], "forces_ev_per_a": [[0.5, 0.9, 0.3], [0.1, 0.2, -0.1], [0.0, 0.2, -0.1], [-0.1, -0.1, -0.1], [-0.1, -0.4, -0.1], [0.1, -0.2, 0.2], [0.3, -0.1, 0.0], [0.0, 0.0, 0.0], [0.0, 0.1, 0.0], [0.0, 0.1, 0.7], [0.0, -0.1, 0.0], [-0.1, 0.0, 0.0], [0.5, 0.0, 0.3], [-1.7, -1.6, -0.9], [0.1, 0.0, 0.4], [-0.1, 0.3, 0.1], [0.4, 0.3, -0.2], [-0.1, -0.1, -0.1], [0.5, 0.5, -0.2], [0.2, 0.4, 0.4], [-0.2, 0.0, -0.4], [0.0, -0.2, -0.1], [-0.1, 0.2, -0.1], [0.0, 0.0, 0.0], [0.1, 0.0, 0.1], [0.0, -0.2, 0.0], [0.0, 0.0, 0.0], [0.0, 0.0, 0.0], [0.0, 0.1, 0.0], [0.1, -0.1, -0.1], [-0.1, 0.0, 0.1], [0.0, 0.0, -0.1], [0.0, 0.0, 0.0], [0.0, 0.0, 0.0], [0.0, 0.0, 0.1], [0.0, 0.0, 0.0], [0.0, 0.0, 0.1], [0.0, -0.1, 0.1], [0.0, 0.0, -0.1], [0.0, 0.0, 0.0], [0.1, 0.1, 0.0], [0.2, 0.1, 0.0], [-0.3, -0.1, -0.2], [0.1, 0.1, 0.1], [-0.1, -0.2, -0.1], [0.3, 0.1, -0.1], [-0.2, -0.1, 0.1], [-0.1, 0.1, 0.0], [0.1, 0.0, -0.1], [-0.1, -0.1, 0.1], [0.0, 0.0, -0.1], [0.0, 0.0, 0.0], [0.0, 0.0, 0.0], [0.0, 0.0, 0.0], [0.0, 0.0, -0.1], [0.0, 0.1, 0.0], [0.0, 0.0, 0.0], [0.0, 0.0, 0.0], [0.0, 0.0, 0.0], [-0.1, 0.0, 0.0], [-0.1, 0.0, 0.0], [0.0, 0.0, 0.0], [0.1, 0.0, 0.0], [0.0, 0.0, 0.0], [0.0, 0.0, 0.0], [0.0, 0.0, 0.0], [0.0, 0.0, 0.0], [0.0, 0.0, 0.0], [0.0, 0.1, 0.0], [0.0, 0.0, 0.0], [0.0, 0.0, 0.0], [0.1, -0.1, 0.0], [0.0, 0.0, 0.0], [0.0, 0.0, -0.1], [-0.1, -0.3, 0.1], [0.0, 0.5, -0.3], [0.0, 0.0, 0.0], [0.0, 0.0, 0.0], [0.0, 0.0, 0.0], [0.0, 0.0, 0.0]], "e_lumo_ev": [0.925, 0.813], "de_lowest_kj_mol": 247.03, "multiplicity": 4, "homo_ev": [-7.134, -7.226], "charge": -1, "s2": 3.82, "total_energy_ha": -5973.36695}

# 6
{"formula": "C4H8N3S", "method": "ωB97M-V/def2-TZVPD", "species": ["C", "C", "C", "C", "N", "N", "N", "S", "H", "H", "H", "H", "H", "H", "H", "H"], "xyz": [[-0.4736, 0.8999, 0.4548], [-3.0976, 0.3280, -0.0178], [2.7264, 0.0147, -0.7421], [3.4572, -0.7157, 0.2956], [0.8064, 0.9260, 0.2532], [1.5732, 0.5752, -0.6463], [-4.2373, -0.3293, -0.1372], [-1.5958, -0.3621, -0.2662], [-1.0145, 1.4380, 1.2472], [-2.9782, 1.3812, 0.0421], [3.0927, -0.1644, -1.8307], [3.3043, -0.4858, 1.3366], [4.5275, -0.3968, 0.0309], [3.2822, -1.7645, 0.2882], [-4.1633, -1.3878, -0.1790], [-5.2094, 0.0432, -0.1293]], "forces_ev_per_a": [[1.6, -0.6, 0.0], [-0.2, -0.7, -1.0], [-1.8, -0.7, -1.5], [2.3, 1.3, 0.1], [-3.7, 2.2, 2.9], [1.8, -1.4, -3.2], [0.2, -1.4, 0.3], [0.5, -1.0, 0.0], [1.0, 0.0, -0.3], [-1.0, 1.0, 0.5], [-0.5, 1.0, 2.0], [-0.5, 0.9, 0.3], [-1.1, -1.2, 0.7], [0.3, -1.1, -0.7], [-0.3, 1.8, -0.1], [1.4, 0.0, 0.1]], "e_lumo_ev": [-4.894, -4.895], "de_lowest_kj_mol": 396.79, "homo_ev": [-12.487, -12.486], "charge": 1, "total_energy_ha": -719.29971}